A:
Entry from the OMol25 dataset: a cluster of 2 separate species, C3H11O in total (ωB97M-V with the def2-TZVPD basis set).

Geometry as ORCA input:
```
! RIJCOSX wB97M-V def2-TZVPD def2/J DEFGRID3
* xyz 1 1
O 0.458 -2.794 -1.117
C -0.842 0.139 1.087
C -0.554 1.509 0.423
C 0.761 1.582 -0.397
H -1.356 1.635 -0.192
H 0.779 -3.399 -1.804
H 1.591 2.226 0.233
H 0.581 1.804 -1.427
H -1.892 -0.086 1.572
H -0.614 2.386 1.102
H 1.080 -2.037 -0.939
H 1.238 0.615 -0.309
H -0.618 -0.726 0.445
H -0.210 0.043 2.033
H -0.403 -2.898 -0.709
*
```



B:
Entry from the OMol25 dataset: a cluster of 2 separate species, C3H11O in total (ωB97M-V with the def2-TZVPD basis set).

Geometry as ORCA input:
```
! RIJCOSX wB97M-V def2-TZVPD def2/J DEFGRID3
* xyz 1 1
O 0.762 -1.373 -2.614
C -0.220 0.958 1.380
C -1.087 -0.279 1.410
C 0.570 1.059 0.059
H 1.285 -1.151 -1.816
H -0.805 1.867 1.522
H 0.536 0.917 2.163
H -2.032 -0.182 0.873
H -1.317 -0.634 2.406
H -0.564 -1.137 0.980
H 0.993 2.036 -0.128
H 0.664 -2.326 -2.801
H -0.125 0.745 -0.736
H 0.020 -0.757 -2.772
H 1.321 0.257 0.073
*
```



Which of them is the most stable? Correct choice: B.



A:
Entry from the OMol25 dataset: a cluster of 5 separate species, C4H12O3S in total (ωB97M-V with the def2-TZVPD basis set).

Geometry as ORCA input:
```
! RIJCOSX wB97M-V def2-TZVPD def2/J DEFGRID3
* xyz 0 1
S -4.876 -1.128 -0.709
O -3.242 1.395 -0.013
O -0.275 0.363 -0.683
O -0.823 1.617 1.315
C 3.207 -0.429 0.017
C 4.492 -0.620 -0.428
C 1.987 -0.377 -0.686
C 0.691 -0.269 0.030
H -0.635 1.174 -0.168
H 3.310 -0.038 1.064
H -2.748 1.094 0.769
H 4.604 -0.889 -1.467
H 0.364 -1.279 0.408
H -2.843 -1.290 -0.146
H -3.889 0.681 -0.135
H 1.928 -0.722 -1.709
H 0.861 0.428 0.896
H 5.233 -0.673 0.360
H -6.124 -1.488 -0.291
H -1.223 2.450 1.576
*
```



B:
Entry from the OMol25 dataset: a cluster of 5 separate species, C4H12O3S in total (ωB97M-V with the def2-TZVPD basis set).

Geometry as ORCA input:
```
! RIJCOSX wB97M-V def2-TZVPD def2/J DEFGRID3
* xyz 0 1
S 3.196 1.576 0.082
O -2.311 0.177 0.696
O -1.176 1.689 -1.038
O 0.432 1.169 1.227
C 0.687 -2.710 -0.330
C -1.505 -1.574 -0.748
C -2.677 -0.843 -0.176
C -0.642 -2.334 0.079
H -1.380 2.568 -1.352
H -3.311 -0.450 -0.947
H -1.713 0.827 0.079
H -0.960 -2.478 1.085
H 1.834 -0.079 -0.424
H -3.284 -1.508 0.455
H 0.954 -2.477 -1.337
H 4.079 1.089 1.010
H 1.270 -3.287 0.412
H 0.229 1.481 0.312
H 1.468 1.002 1.089
H -1.053 -1.415 -1.708
*
```



Which of them is the most stable? Correct choice: B.



A:
Entry from the OMol25 dataset: a cluster of 2 separate species, C10H11NO3S in total (ωB97M-V with the def2-TZVPD basis set).

Geometry as ORCA input:
```
! RIJCOSX wB97M-V def2-TZVPD def2/J DEFGRID3
* xyz 0 1
S -1.398 -0.802 1.314
O -1.577 -2.197 1.135
O -1.736 -0.105 -0.207
O -2.885 1.320 -1.418
N -2.673 2.821 1.092
C -2.864 0.273 -0.829
C 1.197 -1.601 0.557
C 2.165 0.984 0.167
C 2.415 -1.385 -0.078
C 0.404 -0.513 0.982
C -2.575 1.807 1.648
C 0.919 0.742 0.726
C 4.303 -0.008 -0.959
C -4.075 -0.690 -0.711
C 2.959 -0.132 -0.272
H 2.536 1.984 0.062
H 3.015 -2.233 -0.302
H 4.314 -0.492 -2.000
H 0.285 1.521 1.037
H 4.628 1.008 -1.016
H -3.797 -1.781 -0.755
H -2.536 3.511 0.477
H 1.148 -2.612 0.939
H -4.553 -0.599 0.384
H -4.860 -0.391 -1.409
H 5.239 -0.429 -0.567
*
```



B:
Entry from the OMol25 dataset: the molecule C10H11NO3S (ωB97M-V with the def2-TZVPD basis set).

Computed properties:
SMILES string = C=c1cccc/c1=C/C=C(/N)S(=O)(=O)O

Geometry as ORCA input:
```
! RIJCOSX wB97M-V def2-TZVPD def2/J DEFGRID3
* xyz 0 1
S 0.269 0.852 2.095
O 1.349 -0.249 1.799
O 0.786 2.005 1.435
O 0.088 0.941 3.470
N -2.064 0.058 2.701
C 0.106 -0.938 -0.845
C -1.404 0.360 1.575
C 1.997 0.494 -2.393
C 2.242 -0.885 -1.997
C -1.964 0.812 0.460
C 0.869 1.136 -2.056
C -0.068 0.478 -1.172
C -0.889 -1.837 -0.370
C -1.191 1.127 -0.737
C 1.377 -1.472 -1.141
H -3.000 -0.458 2.752
H -1.425 -0.035 3.493
H 1.823 -0.261 0.991
H 1.438 -2.463 -0.945
H -0.672 -2.853 -0.242
H -3.021 0.648 0.222
H -1.215 2.123 -1.042
H 3.213 -1.245 -2.297
H 0.526 2.173 -2.377
H -1.893 -1.599 -0.396
H 2.725 1.088 -2.984
*
```



Which of them is the most stable? Correct choice: A.



A:
Entry from the OMol25 dataset: a cluster of 2 separate species, C3H12N2OS in total (ωB97M-V with the def2-TZVPD basis set).

Computed properties:
<S²> = 0.756

Geometry as ORCA input:
```
! RIJCOSX wB97M-V def2-TZVPD def2/J DEFGRID3
* xyz 1 2
S -1.396 0.675 2.101
O 0.504 -2.331 2.497
N 1.808 0.762 -1.624
N -0.951 1.432 -1.545
C -1.335 0.055 0.438
C 0.803 -0.032 -0.927
C -0.329 0.913 -0.413
H 1.185 -0.553 -0.034
H -0.383 -0.070 2.589
H 0.418 -0.812 -1.577
H -1.115 -0.995 0.286
H -1.452 0.731 -2.085
H 0.004 -2.578 1.714
H 0.117 1.714 0.171
H -0.396 2.036 -2.146
H 0.086 -2.822 3.218
H 2.625 0.174 -1.756
H 2.140 1.466 -0.958
H -2.331 0.237 0.051
*
```



B:
Entry from the OMol25 dataset: a cluster of 2 separate species, C3H12N2OS in total (ωB97M-V with the def2-TZVPD basis set).

Computed properties:
<S²> = 0.753

Geometry as ORCA input:
```
! RIJCOSX wB97M-V def2-TZVPD def2/J DEFGRID3
* xyz 1 2
S -0.612 -2.754 -0.555
O 1.321 -0.905 5.131
N -1.389 -0.217 -1.924
N -0.277 2.524 -0.570
C 0.313 -1.180 -0.494
C -0.491 0.056 -0.754
C 0.379 1.276 -0.952
H 1.077 -1.452 -1.255
H 0.571 1.451 -2.022
H -1.783 -2.483 -1.218
H -0.179 2.702 0.428
H 0.915 -1.124 0.410
H 1.268 -1.194 4.212
H 1.375 1.161 -0.497
H -0.914 -0.339 -2.812
H 0.158 3.337 -0.992
H 1.555 -1.652 5.705
H -2.062 0.538 -1.875
H -1.226 0.255 0.034
*
```



Which of them is the most stable? Correct choice: A.



A:
Entry from the OMol25 dataset: a structure of composition C30H91N7O12 (ωB97M-V with the def2-TZVPD basis set).

Geometry as ORCA input:
```
! RIJCOSX wB97M-V def2-TZVPD def2/J DEFGRID3
* xyz 0 1
O 22.785 -25.949 1.631
O 21.221 -27.141 -3.716
O 16.308 -24.685 0.242
O 23.596 -24.355 -1.146
O 18.824 -27.780 -7.418
O 23.275 -25.794 -4.057
O 19.928 -28.638 -3.663
O 22.806 -28.284 -3.309
O 20.428 -28.514 0.130
O 19.589 -25.026 -6.788
O 20.386 -21.444 -0.833
O 21.504 -27.154 -5.733
N 22.524 -28.944 1.171
N 19.806 -31.734 1.891
N 20.491 -22.949 -3.782
N 15.921 -25.406 -2.523
N 19.890 -19.384 -3.057
N 26.552 -25.736 -2.348
N 18.481 -29.214 -4.875
C 17.922 -27.915 -5.166
C 18.896 -19.982 -2.156
C 19.992 -27.592 -8.202
C 22.593 -24.591 1.658
C 22.669 -23.307 -1.387
C 18.001 -24.409 -3.239
C 17.238 -24.982 -2.057
C 21.880 -24.489 -4.896
C 17.756 -27.144 -3.868
C 18.829 -27.227 -6.129
C 25.397 -25.512 -1.532
C 23.297 -28.075 0.271
C 19.624 -29.657 0.561
C 21.608 -31.383 0.245
C 20.701 -23.536 -5.088
C 17.568 -19.872 -2.878
C 20.053 -24.467 -7.976
C 19.313 -21.441 -1.794
C 19.713 -27.622 -0.803
C 22.666 -26.580 0.381
C 23.063 -28.570 -1.191
C 15.821 -23.728 1.189
C 20.387 -26.301 -2.987
C 20.592 -30.739 1.195
C 25.787 -25.471 -0.032
C 20.851 -22.758 -0.587
C 19.395 -24.156 -5.759
C 24.721 -24.276 -2.004
C 21.035 -25.192 -2.238
C 17.243 -24.151 -0.775
H 18.858 -29.343 1.269
H 24.801 -26.420 -1.623
H 23.853 -26.167 -3.391
H 15.484 -25.428 -1.613
H 18.992 -30.045 -0.239
H 19.745 -26.910 -2.351
H 20.267 -24.512 -1.869
H 23.228 -24.206 0.860
H 21.756 -23.784 -1.743
H 23.171 -26.008 -0.398
H 17.689 -29.790 -4.625
H 26.427 -26.287 0.305
H 21.174 -23.325 -1.460
H 19.463 -22.136 -2.621
H 17.597 -27.743 -2.971
H 19.424 -23.630 -8.280
H 18.539 -26.395 -3.756
H 16.912 -28.140 -5.509
H 21.235 -32.093 -0.493
H 20.201 -27.721 -3.583
H 18.845 -24.701 -4.992
H 17.596 -23.551 -3.774
H 23.404 -29.589 -1.373
H 21.978 -28.581 -1.294
H 23.061 -22.528 -2.040
H 21.558 -24.254 1.602
H 25.298 -23.355 -1.921
H 19.242 -28.211 -1.591
H 17.648 -20.489 -3.773
H 18.434 -21.851 -1.297
H 22.209 -30.569 -0.160
H 19.623 -25.883 -3.643
H 19.077 -24.289 -3.111
H 18.931 -19.370 -1.255
H 21.001 -22.602 -5.563
H 20.032 -25.212 -8.771
H 19.601 -18.437 -3.256
H 21.080 -24.142 -7.806
H 21.549 -24.626 -3.016
H 21.629 -26.518 0.054
H 22.287 -24.685 -5.887
H 22.049 -28.497 1.942
H 15.522 -24.623 -3.020
H 21.705 -29.109 0.604
H 20.078 -23.614 -3.144
H 21.222 -30.233 1.927
H 18.238 -23.942 -0.381
H 20.415 -26.905 -1.229
H 21.699 -25.484 -1.425
H 22.305 -31.917 0.891
H 24.843 -25.452 0.512
H 16.708 -23.287 1.643
H 19.866 -27.084 -5.823
H 19.887 -32.570 1.329
H 23.559 -27.923 -1.914
H 21.644 -22.798 0.160
H 22.460 -22.794 -0.449
H 20.942 -27.977 -7.832
H 17.357 -18.828 -3.108
H 20.673 -29.200 -3.887
H 21.078 -26.420 -6.176
H 17.991 -25.130 -4.056
H 17.758 -25.898 -1.780
H 21.471 -25.382 -4.423
H 18.912 -27.013 -0.384
H 26.327 -24.552 0.197
H 23.018 -24.135 2.552
H 24.369 -27.958 0.427
H 18.420 -26.236 -6.324
H 16.787 -20.385 -2.315
H 21.427 -22.815 -3.426
H 23.648 -27.833 -3.249
H 21.430 -26.948 -4.802
H 22.154 -27.589 -3.215
H 27.058 -24.861 -2.362
H 15.138 -22.958 0.831
H 16.784 -26.672 -4.007
H 22.685 -24.150 -4.243
H 20.458 -31.927 2.638
H 20.733 -19.222 -2.526
H 18.768 -23.328 -6.088
H 20.169 -26.544 -8.442
H 27.158 -26.451 -1.974
H 19.319 -28.702 -4.402
H 16.943 -23.216 -1.246
H 20.080 -23.370 -0.119
H 22.413 -26.161 -3.859
H 24.364 -24.437 -3.021
H 19.885 -28.017 -9.200
H 15.266 -24.328 1.911
H 18.743 -29.490 -5.810
*
```



B:
Entry from the OMol25 dataset: a cluster of 12 separate species, C30H91N7O12 in total (ωB97M-V with the def2-TZVPD basis set).

Computed properties:
SMILES string = COC[C@H](C)N.COC[C@H](C)N.COC[C@H](C)N.COC[C@H](C)N.COC[C@H](C)N.COC[C@H](C)N.COC[C@H](C)N.CCO.O.O.O.O

Geometry as ORCA input:
```
! RIJCOSX wB97M-V def2-TZVPD def2/J DEFGRID3
* xyz 0 1
O -5.060 0.968 -1.105
O 4.035 1.291 -3.887
O 0.466 0.414 -0.434
O 1.115 2.981 4.141
O 4.621 -2.440 -0.481
O -0.382 0.653 -3.261
O -1.811 4.956 -0.495
O -2.906 -0.066 -2.645
O 0.174 -3.362 -0.621
O 0.359 3.134 -3.444
O -2.160 -4.684 5.802
O 2.793 2.036 0.413
N -8.045 2.358 -2.793
N -1.824 7.705 0.679
N 6.310 -4.436 -1.697
N -1.900 2.767 6.114
N -0.121 -6.295 1.504
N 6.278 1.613 -5.757
N -3.693 -3.974 3.370
C -2.226 5.278 0.824
C -1.315 -5.768 5.495
C 4.872 0.247 -4.297
C -2.291 -3.637 3.562
C 6.298 -2.984 -2.141
C -0.202 3.270 4.523
C -1.427 6.478 1.374
C -4.755 0.499 0.181
C -2.594 3.868 -1.149
C -1.968 -2.515 2.650
C -6.698 1.784 -2.766
C 5.925 -0.627 -6.482
C -0.749 0.862 5.253
C 2.016 -5.390 0.703
C -6.325 1.501 -1.265
C -0.632 2.294 5.660
C 6.839 -2.998 -3.604
C 3.489 1.220 -2.543
C -1.523 6.630 2.893
C -1.912 -3.508 5.083
C -1.165 0.744 1.203
C -0.180 -3.000 -1.897
C 3.301 -1.974 -0.244
C -0.517 -0.249 0.276
C 5.308 0.607 -5.780
C -5.720 2.657 -3.540
C 1.618 3.870 3.145
C -0.149 -4.724 -0.256
C 0.605 -5.157 1.030
C 4.952 -2.317 -1.886
H -6.363 2.444 -0.720
H -0.894 -3.136 5.198
H -5.596 3.633 -3.071
H 5.528 -1.570 -6.107
H -0.363 6.287 1.235
H -0.784 3.056 3.627
H 1.025 3.847 2.231
H -5.937 2.644 -4.608
H -1.159 0.274 6.074
H 2.874 0.352 -2.306
H -6.702 0.840 -3.312
H -8.532 1.801 -2.106
H -2.166 1.894 6.547
H -5.558 -0.186 0.452
H -3.277 5.512 0.993
H 2.648 -5.452 1.589
H 0.060 -5.513 -0.978
H -0.882 -2.444 2.586
H -3.558 4.259 -1.473
H 0.426 -6.621 2.289
H 0.350 -3.680 -2.564
H -0.015 -1.031 0.846
H 3.003 -2.087 0.799
H -1.664 1.584 0.719
H -7.978 3.306 -2.451
H 5.026 -1.251 -2.100
H 3.126 -0.953 -0.583
H -2.556 6.502 3.219
H 0.140 -1.996 -2.178
H 5.725 -4.921 -2.362
H -2.375 -2.494 1.639
H -3.828 -4.213 2.398
H -1.844 0.269 1.912
H -1.587 7.555 -0.291
H 1.634 4.846 3.630
H -1.559 -6.189 4.519
H -3.481 0.136 -1.907
H -0.244 -5.564 5.492
H -0.162 4.281 4.929
H -2.122 3.433 -2.031
H 0.251 0.520 4.986
H -1.404 -6.485 6.311
H -4.873 1.333 0.872
H 0.038 2.387 6.515
H 4.357 -0.712 -4.232
H -1.032 8.284 0.918
H -1.426 7.666 3.217
H -1.295 0.419 -3.094
H -2.258 -1.592 3.151
H 6.916 -1.968 -3.954
H 7.068 1.230 -5.258
H 2.529 -2.458 -0.842
H -3.782 0.013 0.259
H -1.243 -0.665 -0.423
H 2.608 3.719 2.715
H 5.812 -4.324 -0.826
H -1.239 -3.225 -2.024
H 2.804 2.067 -2.489
H 0.030 2.235 -3.430
H 7.836 -3.434 -3.647
H 7.004 -2.424 -1.529
H 2.032 2.205 -0.143
H -2.610 -2.886 5.644
H -4.708 2.252 -3.524
H 6.182 -3.567 -4.262
H 5.703 0.171 -3.596
H 2.620 1.179 0.803
H -0.923 5.892 3.425
H -0.456 1.232 1.872
H 0.174 -6.989 0.833
H 6.017 2.370 -5.142
H -3.866 -4.868 3.807
H -3.066 -0.992 -2.827
H 2.138 -6.278 0.084
H 2.448 -4.544 0.167
H 6.002 -0.587 -7.569
H 0.162 0.647 -1.314
H -1.973 4.375 1.379
H 0.665 3.291 -2.551
H 4.176 -2.847 -2.438
H -1.769 -4.508 3.166
H 0.484 -4.445 1.846
H 6.926 -0.724 -6.061
H -1.236 -4.794 -0.241
H -2.533 2.820 5.329
H -2.812 3.050 -0.463
H -1.385 0.642 4.396
H -0.119 0.087 -3.987
H 4.408 0.913 -6.313
H -7.165 0.919 -0.884
H 4.284 1.361 -1.811
*
```



Which of them is the most stable? Correct choice: B.